DFT (ωB97M-V/def2-TZVPD) results for a structure of composition C25H74F6N2O13P.

Last column: Löwdin charge in e.
Positions of all 121 atoms, in Å:
P -0.00961 -0.45022 -1.05764  0.48
F -1.16638 0.35903 -1.92571  -0.21
F -0.45293 0.51892 0.18886  -0.25
F -1.20718 -1.49039 -0.57268  -0.22
F 1.05724 -1.10775 -0.07417  -0.09
F 0.37231 -1.45129 -2.26632  -0.21
F 1.13208 0.63688 -1.53312  -0.16
C 1.64350 1.75770 0.60484  -0.14
O 1.20442 3.01200 1.13724  -0.12
C 0.07565 3.53334 0.51274  -0.28
C -0.30942 4.77554 1.23924  -0.20
N -1.01301 4.58225 2.49927  -0.04
C -1.22304 5.82960 3.26663  -0.17
C -2.15790 6.80384 2.47315  -0.22
O -1.25355 7.56214 1.72682  -0.22
C -1.82552 8.48170 0.87377  -0.12
H 0.88556 0.99436 0.78074  0.07
H 2.52030 1.34389 1.10293  0.01
H 1.85034 1.71584 -0.46453  0.07
H -0.76576 2.84130 0.47808  0.09
H 0.29596 3.78747 -0.52407  0.09
H -0.98393 5.27525 0.54395  0.12
H 0.59023 5.38506 1.32423  0.13
H -0.35694 4.02210 3.02453  0.09
H -0.31001 6.24409 3.69404  0.12
H -1.77650 5.49855 4.14538  0.10
H -2.76883 7.40974 3.14229  0.11
H -2.87248 6.26460 1.85131  0.12
H -0.98707 9.06917 0.49963  0.09
H -2.55618 8.99472 1.49911  0.08
H -2.35717 7.99140 0.05827  0.09
C -0.45398 -1.46035 1.78277  -0.17
O -0.67977 -2.62730 1.04190  -0.19
C -2.08293 -2.75498 0.80823  -0.17
C -2.34767 -3.71931 -0.36472  -0.15
N -1.46179 -4.88143 -0.42150  -0.09
C -1.69089 -5.90739 0.61036  -0.16
C -1.24987 -5.55597 2.03729  -0.19
O 0.10636 -5.03750 2.02853  -0.13
C 0.51164 -4.82505 3.31584  -0.17
H 0.57838 -1.13280 1.66011  0.02
H -0.54881 -1.75385 2.82822  0.11
H -1.04270 -0.57423 1.54551  0.10
H -2.61358 -1.83934 0.54723  0.13
H -2.54934 -3.05819 1.74557  0.11
H -2.36625 -3.05964 -1.23225  0.07
H -3.38868 -4.00657 -0.21685  0.12
H -1.81697 -5.34903 -1.24327  0.10
H -1.12496 -6.81957 0.42124  0.11
H -2.72068 -6.25540 0.52970  0.11
H -1.33836 -6.46861 2.62666  0.11
H -1.97080 -4.91090 2.53954  0.10
H 0.35868 -5.64945 4.01232  0.08
H -0.09166 -4.04482 3.77992  0.09
H 1.55598 -4.54122 3.44581  0.08
C 1.08377 -1.84158 -4.82097  -0.17
O 2.26494 -1.29115 -5.37766  -0.11
H 1.12517 -2.92981 -4.77465  0.06
H 0.80801 -1.50362 -3.82205  0.04
H 0.22972 -1.67835 -5.47827  0.08
H 2.96368 -1.33475 -4.72080  -0.28
C -1.97065 -1.79326 -2.99584  -0.17
O -2.99704 -1.57420 -3.93562  -0.08
H -0.99002 -1.56585 -3.41387  0.07
H -2.14552 -1.09865 -2.17422  0.07
H -2.03960 -2.80566 -2.59785  0.06
H -3.15747 -2.32029 -4.51803  0.07
C -2.73453 1.79274 -1.01561  -0.15
O -3.66719 2.36461 -0.08259  -0.10
H -2.34591 2.51062 -1.73792  0.04
H -1.80864 1.41732 -0.57984  0.05
H -3.19073 0.97314 -1.57080  0.10
H -3.22034 2.87255 0.59853  0.06
C 3.26729 0.43910 0.18305  -0.20
O 3.18210 -0.86632 -0.32145  -0.15
H 2.70567 0.50011 1.11523  0.02
H 4.27176 0.80071 0.40303  0.14
H 2.84147 1.17894 -0.49474  0.07
H 2.25595 -1.05388 -0.49074  -0.04
C 3.23519 -1.20478 -2.52110  -0.08
O 3.59161 -1.32062 -3.88213  0.05
H 2.35616 -0.56128 -2.48491  0.09
H 2.91072 -2.18045 -2.15931  0.08
H 4.00476 -0.81287 -1.85607  0.11
H 4.37480 -0.79728 -4.06741  0.15
C 1.39143 -3.76987 -2.68751  -0.09
C 0.09885 -3.84127 -1.91214  -0.27
O 0.19064 -3.15241 -0.66041  -0.11
H 1.70730 -2.73319 -2.80423  0.01
H 1.19864 -4.27557 -3.63366  0.08
H 2.19903 -4.31511 -2.19905  0.09
H -0.11328 -4.88637 -1.68662  0.11
H -0.65457 -3.35870 -2.53472  0.08
H 0.02702 -2.24497 -0.92759  -0.01
C 3.50581 -0.99643 2.73750  -0.04
C 2.01598 -1.09319 2.59879  -0.36
O 1.80116 -2.47063 2.68735  -0.04
H 3.86541 -1.47184 3.65006  0.08
H 3.83017 0.04346 2.77640  0.08
H 4.02504 -1.48014 1.91013  0.09
H 1.62156 -0.84822 1.61263  0.07
H 1.51541 -0.51976 3.37899  0.09
H 2.25016 -2.78584 3.47516  0.08
C -0.79061 3.73117 -2.32546  -0.11
C 0.13015 2.66525 -2.91895  -0.28
O 0.40092 3.03646 -4.27148  -0.07
H -1.71555 3.82195 -2.89496  0.09
H -0.33812 4.72274 -2.33775  0.09
H -1.04502 3.47523 -1.29693  0.02
H -0.31997 1.67662 -2.82887  0.09
H 1.07019 2.62385 -2.36875  0.10
H 1.07553 2.45560 -4.63078  0.08
C -0.86631 1.47226 2.45905  -0.04
C 0.02267 0.39841 3.12788  -0.36
O 0.35924 0.88958 4.40669  -0.03
H -1.79895 1.63576 2.99900  0.10
H -1.21453 1.21869 1.45778  0.06
H -0.25644 2.37564 2.46626  0.05
H 0.86867 0.14278 2.48989  0.04
H -0.57704 -0.49728 3.28967  0.09
H 0.46851 0.08207 4.91425  0.08

Output
- Energy: -3024.0610 hartree
- Frontier orbital gap: 7.47 eV
- Net charge: -1


DFT (ωB97M-V/def2-TZVPD) results for a structure of composition C37H27Cl3F6N4O11S4Sc.

Last column: Löwdin charge in e.
Positions of all 93 atoms, in Å:
Sc -0.23367 -0.19134 -0.36450  0.81
Cl -1.32000 4.43404 5.08352  0.67
C -1.46285 4.63082 3.36392  -0.66
C -1.33609 3.53608 2.53239  -0.10
C -1.41877 3.72261 1.16457  -0.04
C -1.62885 4.98405 0.59658  -0.17
C -1.61859 5.19167 -0.90672  -0.28
C -2.74141 4.45486 -1.63667  -0.06
N -2.75582 3.01830 -1.48350  -0.06
C -3.63393 2.35013 -0.66876  -0.05
C -3.20487 1.06867 -0.62249  -0.13
N -2.09493 0.92322 -1.42372  0.01
C -1.86115 2.11644 -1.93994  -0.13
O -0.36165 4.97048 -1.55042  -0.09
C 0.73586 4.36814 -0.85391  -0.13
C 1.34120 5.30704 0.15327  -0.31
C 1.86171 4.93987 1.35620  -0.96
Cl 1.95314 3.34497 1.96078  0.75
S 2.44581 6.27614 2.26718  0.98
C 1.99152 7.36549 1.02009  -0.42
C 1.43007 6.72010 -0.03349  -0.15
C -1.75249 6.05852 1.47846  -0.57
Cl -2.02448 7.68622 0.90577  0.70
C -1.67289 5.89823 2.85016  -0.14
H -1.11914 2.55402 2.92825  0.11
H -1.21900 2.85232 0.55381  0.07
H -1.85301 6.23872 -1.10318  0.10
H -2.71339 4.71912 -2.69506  0.14
H -3.68748 4.80760 -1.22359  0.14
H -4.43150 2.85833 -0.15705  0.13
H -3.56235 0.24291 -0.03215  0.10
H -1.03001 2.38981 -2.57349  0.14
H 1.44947 4.13671 -1.64158  0.14
H 0.46327 3.42863 -0.37072  0.08
H 2.16094 8.42409 1.12855  0.06
H 1.06532 7.22435 -0.91688  0.12
H -1.75997 6.75219 3.50555  0.10
O -1.88142 -3.59875 0.97605  0.01
C -2.40052 -2.68476 0.32540  -0.58
O -1.93331 -1.52182 0.14965  -0.11
C -3.73188 -2.99552 -0.33744  -0.09
C -4.23163 -2.23470 -1.38180  -0.01
C -5.44007 -2.55848 -1.98909  -0.06
C -6.16981 -3.64900 -1.55182  -0.01
C -5.64950 -4.40404 -0.51109  -0.14
C -4.44702 -4.10936 0.09718  0.07
N -6.41609 -5.57536 -0.04482  -0.36
O -7.46626 -5.82582 -0.60851  0.06
O -5.96193 -6.22977 0.86987  0.08
H -3.65085 -1.39311 -1.73480  0.10
H -5.81318 -1.95915 -2.80911  0.10
H -7.11142 -3.91425 -2.00662  0.11
H -4.04940 -4.72173 0.89160  0.13
O -0.05581 1.04926 0.79414  -0.49
O 0.82882 -2.10632 0.17272  -0.56
S 0.90675 -3.01609 1.35806  1.09
C 2.65212 -3.01589 1.79126  -0.36
C 3.60198 -2.88939 0.79016  -0.07
C 4.94301 -2.87957 1.13716  -0.07
C 5.32073 -2.98653 2.46966  -0.08
C 4.35944 -3.09586 3.46330  -0.08
C 3.01327 -3.10574 3.12378  -0.09
C 0.89049 -4.67043 0.67584  -0.37
C 0.88205 -5.74642 1.54661  -0.07
C 0.85850 -7.03097 1.02819  -0.08
C 0.83229 -7.22391 -0.34758  -0.09
C 0.82629 -6.13251 -1.20221  -0.07
C 0.85119 -4.84121 -0.69165  -0.06
H 3.30134 -2.75919 -0.24100  0.11
H 5.68468 -2.75564 0.35905  0.11
H 6.36997 -2.96368 2.73560  0.10
H 4.65305 -3.15767 4.50325  0.10
H 2.25478 -3.17134 3.89507  0.11
H 0.88528 -5.58847 2.61867  0.11
H 0.85056 -7.88100 1.69823  0.10
H 0.80642 -8.22777 -0.75187  0.10
H 0.79351 -6.28005 -2.27407  0.10
H 0.82683 -3.97408 -1.33746  0.11
F 2.71005 -1.94973 -3.39313  0.14
C 2.51928 -0.72115 -3.86282  -0.66
F 3.49530 -0.42066 -4.71533  0.14
F 1.35557 -0.71105 -4.52779  0.12
S 2.42172 0.54317 -2.48785  0.61
O 1.84828 -0.21836 -1.38973  -0.36
O 1.57260 1.56914 -3.03112  -0.28
N 3.86523 1.09300 -2.29721  -0.28
S 4.99046 0.24469 -1.53518  0.60
O 4.78160 -1.17264 -1.62011  -0.29
O 6.25930 0.81759 -1.85529  -0.27
C 4.77087 0.65788 0.26870  -0.67
F 5.91584 0.37206 0.90041  0.13
F 4.51990 1.95534 0.41379  0.12
F 3.79084 -0.03673 0.83193  0.15

Output
- Energy: -6806.2393 hartree
- Frontier orbital gap: 8.01 eV
- Net charge: -1
- Energy relative to the best compared isomer or geometry (same formula, charge and spin): 0.0 kJ/mol


DFT (ωB97M-V/def2-TZVPD) results for a structure of composition C3H3NdO3.

Last column: Löwdin charge in e.
Positions of all 10 atoms, in Å:
O 0.98121 0.53951 -0.33809  0.22
Nd 0.16538 -3.00514 -3.57191  1.98
O 0.56781 -1.17056 -1.70129  -0.02
C 0.42086 -0.76209 -0.54453  -0.54
O -0.40247 -1.09243 0.31358  0.21
C 0.37713 1.31983 0.53941  0.20
H -0.20532 0.12502 2.28705  0.18
H 0.26591 2.35607 0.21811  0.22
C -0.57222 0.65621 1.40525  0.38
H -1.59828 1.03357 1.39243  0.18

Output
- Spin multiplicity: 5
- Energy: -901.8748 hartree
- Frontier orbital gap (spin up / spin down): 4.37 / 9.03 eV
- Net charge: +3
- Energy relative to the best compared isomer or geometry (same formula, charge and spin): 62.1 kJ/mol


DFT (ωB97M-V/def2-TZVPD) results for a structure of composition C40H42AuClN2SSb2Si.

Last column: Löwdin charge in e.
Positions of all 90 atoms, in Å:
Au 0.62618 -1.55652 -0.12581  0.52
C 3.08948 0.29348 4.79919  -0.17
Si 4.05778 -1.28672 4.32119  0.59
C 5.85138 -1.18092 4.92619  -0.17
C 3.19608 -2.85372 4.98529  -0.17
C 4.07028 -1.19442 2.40229  -0.21
C 5.24328 -1.02172 1.67489  -0.03
C 5.22138 -0.83022 0.29999  0.00
C 3.99588 -0.80442 -0.34391  -0.10
N 2.86498 -0.98322 0.32179  -0.06
C 2.89368 -1.19892 1.64519  -0.71
S 1.33418 -1.51642 2.31179  0.83
H 3.12238 0.43878 5.87249  0.04
H 2.04748 0.22698 4.50369  -0.01
H 3.52228 1.17358 4.33279  0.04
H 5.86618 -1.15422 6.01029  0.04
H 6.35288 -0.28242 4.58049  0.04
H 6.44788 -2.03522 4.62379  0.04
H 3.31378 -2.89102 6.06419  0.04
H 3.64338 -3.75742 4.58139  0.03
H 2.13278 -2.86772 4.76389  -0.01
H 6.19218 -1.04102 2.18519  0.11
H 6.13568 -0.70192 -0.25561  0.12
H 3.90788 -0.64062 -1.40941  0.12
C -0.74332 1.38178 2.20859  -0.33
C -2.18772 0.95468 2.25249  -0.36
C -2.45522 -0.36632 1.55039  -0.35
Sb -1.94002 0.00508 -0.53341  1.48
C -3.53052 1.45518 -0.79601  -0.35
C -4.75872 1.17538 -0.20631  -0.14
C -5.77572 2.11478 -0.24101  -0.06
C -5.57652 3.33328 -0.87041  -0.05
C -4.36632 3.59688 -1.48861  -0.05
C -3.34392 2.66298 -1.45051  -0.13
C -2.31562 -1.39302 -2.17101  -0.36
C -3.57112 -1.51502 -2.73681  -0.11
C -3.71982 -2.22062 -3.92231  -0.05
C -2.61632 -2.78722 -4.54011  -0.05
C -1.35862 -2.65492 -3.97361  -0.07
C -1.20652 -1.94772 -2.79321  -0.19
Sb 0.19068 2.06398 0.16539  1.50
C 0.60028 1.69588 -2.07991  -0.40
C -0.33292 1.30438 -3.02021  -0.19
C 0.06428 1.05788 -4.32651  -0.06
C 1.38438 1.24448 -4.69671  -0.06
C 2.30598 1.69138 -3.76381  -0.07
C 1.91868 1.89628 -2.44651  -0.16
C -0.69272 4.01778 -0.10361  -0.40
C -1.32032 4.67518 0.94509  -0.12
C -1.84472 5.94228 0.74769  -0.06
C -1.73772 6.55908 -0.48901  -0.05
C -1.09712 5.90698 -1.53191  -0.06
C -0.56242 4.64518 -1.33791  -0.14
H -0.08312 0.57568 2.53259  -0.03
H -0.57402 2.26278 2.82479  0.05
H -2.84222 1.73658 1.84749  0.10
H -2.45362 0.84038 3.31319  0.13
H -3.50412 -0.64142 1.63669  0.06
H -1.83802 -1.16732 1.95599  0.04
H -4.93642 0.21928 0.27619  0.10
H -6.72112 1.88668 0.23129  0.12
H -6.36262 4.07248 -0.87681  0.12
H -4.21122 4.53298 -2.00051  0.11
H -2.41052 2.90488 -1.93961  0.07
H -4.42992 -1.06762 -2.25411  0.10
H -4.69842 -2.31472 -4.36721  0.12
H -2.73652 -3.31542 -5.47371  0.12
H -0.49792 -3.08332 -4.46611  0.11
H -0.21202 -1.82292 -2.36061  0.05
H -1.38742 1.20938 -2.79111  0.05
H -0.67432 0.72748 -5.04221  0.12
H 1.68698 1.05668 -5.71481  0.12
H 3.32948 1.87858 -4.05401  0.11
H 2.64558 2.21998 -1.71071  0.09
H -1.38962 4.22038 1.92499  0.09
H -2.33492 6.44888 1.56499  0.11
H -2.14362 7.54778 -0.64131  0.12
H -1.00992 6.37568 -2.50071  0.12
H -0.03862 4.15478 -2.15101  0.09
Cl 3.14808 -6.71802 -0.23501  0.74
C 1.62598 -5.92802 -0.16761  -0.64
C 0.44198 -6.63522 0.03049  -0.05
C -0.75212 -5.93292 0.06439  -0.02
C -0.72682 -4.55822 -0.10301  -0.13
N 0.40548 -3.88962 -0.28601  -0.04
C 1.55658 -4.54642 -0.31281  -0.17
H 0.45788 -7.70672 0.15409  0.12
H -1.68862 -6.44492 0.21979  0.12
H -1.63262 -3.96782 -0.09491  0.11
H 2.45278 -3.96092 -0.45471  0.10

Output
- Spin multiplicity: 3
- Energy: -3422.3613 hartree
- Frontier orbital gap (spin up / spin down): 6.42 / 5.26 eV
- Net charge: +2


no.,F_max (eV/A)
1,10.36
2,1.10
3,4.85
4,1.01